[1]
85
Properties=species:S:1:pos:R:3 method="wB97M-V/def2-TZVPD" s_squared=6.087 e_above_lowest_kcal_mol=83.5 orbital_gap_ev="6.1 / 4.0" spin_multiplicity=5 lumo_energy_ev="-6.253 / -8.677" total_charge=+2 homo_energy_ev="-12.39 / -12.66"
Os 0.27471 0.12032 1.49643
C -2.05063 1.98396 1.04216
C -1.88975 0.56889 1.38347
C -0.52618 1.85495 2.78205
C -1.23661 2.73939 1.84961
C -1.20095 0.51672 2.71869
C -3.05326 2.52932 0.06201
H -3.13664 1.90089 -0.84695
H -2.79510 3.55355 -0.26878
H -4.03454 2.58322 0.57457
C -1.19275 4.23745 1.87461
H -1.82945 4.63284 1.07748
H -0.18873 4.65396 1.69466
H -1.57598 4.62693 2.83091
C 0.01113 2.50287 4.01440
H -0.79789 3.11981 4.43315
H 0.81971 3.20141 3.76135
H 0.39459 1.83202 4.78616
C -1.91012 -0.14838 3.89151
H -2.83066 0.40714 4.14058
H -1.30432 -0.19484 4.80343
H -2.21204 -1.18470 3.67488
C -3.02425 -0.31405 0.95393
H -3.96473 0.18499 1.23330
H -3.00928 -1.32206 1.38095
H -3.01571 -0.40567 -0.14112
C -1.48046 0.73932 -3.45757
C -2.81778 0.63159 -3.42336
C -3.69908 -0.55079 -3.15843
C -3.24914 -2.05713 -3.26327
C -2.63993 -2.70394 -2.07251
C -1.48635 -2.38572 -1.50965
C -0.63106 -1.15621 -1.83216
C -0.56947 -0.41738 -3.22755
H -4.42489 -0.54225 -3.98756
H -2.70562 -2.19995 -4.22350
H -4.31996 -0.43334 -2.23521
H -0.77449 -1.22978 -3.95365
H -1.01671 1.63510 -3.89840
H -3.37265 1.56546 -3.58402
H 0.45340 -0.03855 -3.47446
H -0.57576 -0.39092 -1.02883
H -1.12257 -3.03910 -0.69465
H 0.41449 -1.63526 -1.84753
H -4.23665 -2.53825 -3.36684
H -3.24940 -3.46127 -1.58058
P 2.18537 -2.06587 -1.89840
P 1.54684 -1.61180 1.38718
C 2.87635 -3.34983 -0.82196
C 3.12598 -2.62288 0.47578
H 3.80979 -3.71455 -1.28577
H 2.17862 -4.19370 -0.73154
H 3.54515 -3.32717 1.21230
H 3.84367 -1.81561 0.28783
C 2.55903 -1.91026 2.96280
H 1.94747 -1.63299 3.82836
H 3.48250 -1.31381 2.95236
H 2.82781 -2.97564 3.05288
C 0.63550 -3.19502 1.51748
H 1.31768 -4.04517 1.66015
H 0.03885 -3.37112 0.62146
H -0.02678 -3.11850 2.38452
C 3.65684 -1.26610 -2.62975
H 3.32922 -0.38865 -3.19761
H 4.14241 -1.97368 -3.31280
H 4.37069 -0.94581 -1.86528
C 1.83727 -3.23055 -3.28681
H 1.49931 -4.20550 -2.90737
H 2.77039 -3.36787 -3.85167
H 1.07690 -2.83175 -3.97208
C 0.02809 3.07013 -1.24461
C 1.17135 2.76398 -0.34400
C 2.27449 3.65138 -0.20285
C 3.09458 3.16603 0.82149
C 2.49868 1.98084 1.31138
C 2.92509 1.24882 2.52314
N 1.36649 1.71264 0.56774
H -0.60866 2.19460 -1.44098
H 0.43545 3.42849 -2.21370
H -0.57575 3.91123 -0.83596
H 2.42746 4.56343 -0.78484
H 4.00924 3.57734 1.26560
H 3.18921 1.97636 3.30290
H 2.14613 0.59775 2.99549
H 3.82478 0.65826 2.31345

---

[2]
13
Properties=species:S:1:pos:R:3 method="wB97M-V/def2-TZVPD" e_above_lowest_kcal_mol=142.4 orbital_gap_ev=7.2 lumo_energy_ev=3.743 total_charge=-1 homo_energy_ev=-3.44
C 0.21013 0.11198 0.29760
O 1.62050 -0.02884 0.59128
C -0.59774 -1.12511 0.14015
N -2.28838 -1.47252 -0.53960
H -0.22497 0.73588 1.05220
H 0.19546 0.68033 -0.63705
H -0.18292 -1.99121 0.66583
H -1.65235 -1.09116 0.59121
H -2.52566 -0.66404 -0.96608
H -0.87234 -1.41046 -0.88025
H 2.43786 2.99340 -0.52961
H 2.00535 0.90946 0.39544
O 1.87506 2.35227 -0.18114